# C29H42BrCl14N4O2PS

C29H42BrCl14N4O2PS as an isolated structure at a distorted geometry (ωB97M-V/def2-TZVPD, the Open Molecules 2025 dataset).

Geometry as XYZ:
```
94
Properties=species:S:1:pos:R:3:forces:R:3:mulliken_charge:R:1
C 5.93475 -0.57216 2.64244 -4.2 9.0 -0.6 0.25
C 5.40533 0.75387 2.64060 2.1 -9.2 0.1 -0.35
C 4.32178 2.02511 2.72613 1.8 -0.4 0.2 -0.11
C 3.33440 1.94632 1.41981 -0.5 -1.3 -0.1 -0.80
C 2.42329 0.58325 1.43736 -1.2 -3.1 1.2 0.05
O 2.50770 -0.55506 2.13039 -0.4 7.2 -4.6 -0.63
N 1.33120 0.93526 0.45151 1.8 -0.5 1.5 0.14
C 1.06249 2.40693 0.22442 -1.4 -1.3 -0.3 0.94
C 1.16378 2.66767 -1.39127 1.1 0.9 -1.4 -0.81
C 2.49922 1.98125 -2.09051 -1.8 -3.7 -1.3 -0.03
N 2.34771 0.71819 -2.63868 0.4 5.0 2.3 -0.53
C -0.56499 2.64040 0.54896 -1.5 -0.2 0.6 -0.63
C -1.50704 1.38095 0.13719 -2.6 3.3 2.0 -0.16
C -3.13266 1.55584 0.49472 4.6 4.3 1.0 -0.03
C -3.42237 3.02529 1.21542 1.3 -1.0 -2.2 -0.58
C -2.31895 4.18530 1.50728 1.2 -3.7 -3.6 -0.38
N -0.88528 3.95955 1.15963 -4.2 -3.8 -1.0 0.01
C 2.15477 3.11609 1.23849 2.0 -0.6 0.8 0.92
N 1.77826 3.37764 2.68006 -0.6 8.3 0.4 -0.43
C 1.70938 4.72449 2.96287 -2.9 -3.1 -0.4 0.30
S 1.07874 6.29386 3.34410 2.5 -5.2 -1.0 -0.09
P 3.16989 4.46796 0.28349 1.8 0.2 -0.5 0.16
O 4.45302 5.11331 1.32146 -1.9 0.5 -1.4 -0.50
Br 1.89091 6.27185 -0.23268 0.1 -0.4 0.5 -0.23
H 6.29766 -1.68262 2.39937 -0.7 3.2 0.8 -0.39
H 5.00287 2.99813 2.76177 -1.7 -2.0 -0.4 0.29
H 3.75502 2.00737 3.76850 1.0 -0.3 -2.5 0.37
H 3.87248 1.89341 0.36429 -0.6 -0.1 2.4 0.39
H 1.13854 0.27074 -0.32956 0.3 0.8 1.3 0.30
H 1.16781 3.81801 -1.69737 -0.1 -2.3 1.0 0.22
H 0.20365 2.21644 -1.93873 2.2 0.8 1.5 0.45
H 3.55539 2.53005 -2.14669 -2.5 -1.3 0.2 0.33
H 1.34824 0.39520 -2.49588 1.2 0.7 -0.3 0.18
H -1.11301 0.38650 -0.38158 -0.9 2.5 1.3 0.16
H -3.94543 0.74647 0.26739 1.7 1.9 0.6 0.08
H -4.54072 3.25251 1.54933 2.7 -0.5 -1.0 0.34
H -2.65491 5.18630 2.01862 1.0 -2.1 -1.6 0.40
H 4.79711 5.96723 0.89494 -0.9 -1.8 0.7 0.35
Cl -3.01023 3.47564 3.59524 -0.1 -1.1 3.2 0.00
C -2.97653 2.97298 5.30387 -0.1 0.1 0.7 -0.55
C -1.70700 2.21260 5.65315 -0.1 0.3 0.2 -0.44
Cl -1.64700 0.61117 4.87512 0.0 0.0 -0.1 -0.17
H -3.87222 2.37471 5.49929 0.2 0.0 -0.1 0.34
H -3.04001 3.88598 5.90322 0.1 -0.2 0.0 0.28
H -1.66202 2.04110 6.73315 -0.1 0.0 -0.2 0.32
H -0.81073 2.76721 5.35912 -0.2 -0.1 -0.1 0.27
Cl 7.52749 -3.90839 4.18020 0.0 0.0 -0.1 -0.17
C 6.95458 -5.10869 2.99518 -0.1 -0.2 -0.2 -0.52
C 7.56655 -4.89429 1.61990 0.1 -0.3 0.1 -0.39
Cl 6.96917 -3.40676 0.84278 0.0 -0.1 -0.1 -0.19
H 5.86150 -5.05875 2.96299 0.3 0.1 0.0 0.32
H 7.23884 -6.09276 3.37942 0.0 0.2 -0.1 0.35
H 7.29792 -5.72523 0.96020 0.0 0.1 0.2 0.30
H 8.65823 -4.83765 1.66846 -0.3 0.1 0.1 0.31
Cl 1.21018 0.74809 -5.91032 0.0 0.0 0.0 -0.14
C 2.96156 0.95834 -6.15874 0.3 0.0 0.0 -0.46
C 3.33574 0.95997 -7.63246 0.1 0.3 0.2 -0.47
Cl 3.12357 -0.64228 -8.38166 0.0 0.0 0.0 -0.19
H 3.47963 0.16432 -5.61148 -0.2 0.1 -0.1 0.32
H 3.23233 1.91638 -5.70523 -0.1 -0.1 -0.1 0.29
H 4.39133 1.22523 -7.74734 -0.2 -0.1 0.1 0.33
H 2.73991 1.68186 -8.19920 0.0 -0.2 0.2 0.33
Cl -3.70234 -3.41766 6.82240 0.0 0.0 0.0 -0.20
C -2.45593 -3.09327 5.59176 0.2 0.1 -0.3 0.00
C -2.73081 -3.82817 4.28936 0.0 0.4 0.0 -0.37
Cl -2.52707 -5.59008 4.45574 0.0 -0.1 0.0 -0.20
H -1.48359 -3.36803 6.01298 -0.3 0.0 -0.1 0.35
H -2.45787 -2.01333 5.41698 -0.1 -0.2 0.0 -0.11
H -2.02398 -3.49948 3.52112 0.0 0.0 0.2 0.26
H -3.74416 -3.63612 3.92387 0.2 -0.1 0.2 0.30
Cl -5.32218 -1.91241 0.58960 0.0 0.1 0.2 -0.12
C -6.48010 -1.79791 -0.75923 -0.3 0.0 -0.3 -0.52
C -6.09072 -0.72111 -1.75962 -0.1 -0.2 -0.1 -0.47
Cl -6.26417 0.91822 -1.08430 -0.1 0.0 0.0 -0.17
H -7.47446 -1.61756 -0.33843 0.3 0.1 0.0 0.39
H -6.49088 -2.77541 -1.25035 0.1 0.2 0.1 0.35
H -6.74555 -0.77316 -2.63502 0.1 0.0 0.2 0.35
H -5.05769 -0.84108 -2.09987 -0.4 0.3 0.2 0.23
Cl -4.02731 -2.86773 -2.40695 0.4 -0.4 -0.3 -0.16
C -2.89988 -4.19282 -2.02450 0.3 -0.4 0.1 -0.53
C -1.64029 -3.69316 -1.33483 -0.1 -0.2 0.2 -0.43
Cl -0.60909 -2.73728 -2.42865 -0.1 0.1 0.0 -0.16
H -2.66834 -4.72059 -2.95520 0.0 0.2 0.2 0.36
H -3.43535 -4.88329 -1.36621 0.1 0.2 0.0 0.34
H -1.03966 -4.54341 -0.99698 -0.2 0.1 -0.1 0.33
H -1.87575 -3.07517 -0.46306 0.0 -0.1 -0.2 0.23
Cl -1.72701 -1.11342 -6.31141 0.0 0.0 0.0 -0.12
C -3.23396 -2.06189 -6.25915 -0.2 -0.1 0.0 -0.11
C -4.40722 -1.30851 -6.86559 0.1 -0.3 -0.2 -0.46
Cl -4.90123 0.08209 -5.86773 0.0 0.0 0.0 -0.18
H -3.42587 -2.33685 -5.21707 0.0 0.2 -0.2 -0.08
H -3.04929 -2.98003 -6.82461 -0.1 0.2 0.0 0.31
H -5.27605 -1.97013 -6.93782 0.2 0.1 0.1 0.29
H -4.17504 -0.94098 -7.86975 0.0 0.0 0.3 0.36
```
Positions in Å, forces in eV/Å.

Values from the calculation:
strongest force on any atom: 9.97 eV/Å
DFT total energy: -306273.5435 eV
HOMO energy: -8.21 eV
frontier orbital gap: 7.4210 eV

***

# C29H42ClF6NO5

The molecule C29H42ClF6NO5 at a distorted geometry (ωB97M-V/def2-TZVPD, the Open Molecules 2025 dataset).

Geometry as XYZ:
```
84
Properties=species:S:1:pos:R:3:forces:R:3:mulliken_charge:R:1
C -8.08752 3.66384 1.38238 -0.2 -0.1 0.0 -0.88
C -7.63568 4.84806 0.58776 0.0 -0.3 -0.1 0.63
O -7.49966 5.92775 1.05824 0.0 0.8 0.3 -0.52
O -7.43385 4.61651 -0.74275 0.1 0.0 -0.2 -0.34
C -6.17733 3.98797 -0.99847 0.2 -0.5 -0.2 -0.52
C -6.32690 2.95381 -2.10069 0.0 0.1 0.0 -0.62
C -5.05541 2.79140 -2.91893 0.0 0.1 0.2 -1.10
C -3.86042 2.24937 -2.12867 -0.1 0.2 -0.5 -0.13
C -3.74096 0.73628 -2.18134 -0.2 0.0 0.8 -1.06
C -2.41200 0.22821 -1.61467 0.3 0.1 -0.3 0.14
C -1.56950 -0.51942 -2.64851 0.0 0.3 0.2 -0.73
C -0.39917 -1.32227 -2.08059 -0.2 0.0 -0.2 -1.10
C 0.38491 -0.62764 -0.96718 -0.2 0.4 -0.6 0.87
C 0.90295 0.72911 -1.51466 0.3 -0.3 0.1 -0.80
C 2.35878 1.08385 -1.27404 -0.1 0.5 0.0 -1.28
C 2.66061 1.50128 0.16976 0.3 0.2 -0.6 -0.42
C 3.24797 2.89405 0.20159 -0.2 -0.5 0.6 0.80
F 2.36985 3.79688 -0.30813 0.0 0.2 -0.2 -0.31
F 4.38530 2.95739 -0.51454 0.3 0.1 -0.3 -0.31
C 3.58319 3.36904 1.62589 0.2 0.3 0.0 0.58
F 4.35182 2.49262 2.25815 0.2 -0.4 0.1 -0.23
F 2.46884 3.53332 2.33798 -0.4 0.0 0.1 -0.27
F 4.23450 4.53368 1.60747 0.0 0.2 -0.1 -0.26
O 1.46439 -1.46207 -0.55590 0.0 0.3 0.2 -0.41
C 1.25284 -2.25377 0.59597 0.1 -0.6 0.5 2.47
C 2.39967 -3.27527 0.61150 0.0 -0.2 -0.9 -2.53
O 3.66834 -2.73690 0.31774 -0.1 0.6 0.8 -0.14
C 4.71891 -3.28700 1.10304 0.1 -0.3 -0.3 -0.68
C 5.88376 -2.35770 1.23091 0.2 0.3 0.3 0.74
C 6.61196 -2.28293 2.41525 0.1 0.3 -0.6 -0.46
C 7.72276 -1.45175 2.44392 0.0 -0.1 0.1 -0.42
C 8.07748 -0.73244 1.31344 -0.4 -0.2 0.0 -0.40
N 7.37594 -0.77900 0.17890 0.0 0.0 0.2 -0.63
C 6.30652 -1.57157 0.16208 0.0 -0.1 0.0 -0.40
C 1.16975 -1.38639 1.89227 -0.1 0.2 -0.1 -0.45
C 2.34926 -1.40838 2.81257 -0.6 -0.7 0.1 -0.02
O 3.24617 -0.66239 2.82502 1.1 1.0 -0.1 -0.36
Cl 2.30819 -2.69403 4.07601 -0.1 -0.1 0.0 -0.20
C -0.04682 -3.07652 0.45233 0.5 0.1 0.3 -1.99
C -0.22782 -4.28621 1.33599 -0.7 -0.3 -0.3 0.46
C -1.56424 -4.97704 1.04089 0.3 -0.1 0.2 -1.42
F -0.20852 -3.91488 2.67828 0.1 0.1 0.2 -0.39
H -9.10192 3.87121 1.70853 -0.2 0.0 0.1 0.32
H -8.10193 2.75038 0.80428 0.1 -0.2 -0.1 0.30
H -7.47787 3.57288 2.27145 0.1 -0.1 0.2 0.29
H -5.44163 4.73497 -1.29175 0.0 0.3 0.0 0.29
H -5.80425 3.50635 -0.09517 0.0 0.0 0.2 0.40
H -7.13246 3.29369 -2.74467 -0.2 0.0 -0.1 0.44
H -6.62085 1.99985 -1.67044 -0.2 -0.2 0.0 0.17
H -5.26031 2.14272 -3.76642 0.0 -0.1 -0.2 0.42
H -4.80321 3.76284 -3.33791 0.0 0.2 -0.1 0.37
H -3.93658 2.56980 -1.09242 0.1 0.1 0.2 0.26
H -2.95312 2.70551 -2.51919 0.2 0.0 -0.1 0.45
H -3.90971 0.37976 -3.19226 0.1 -0.1 -0.2 0.46
H -4.54133 0.33581 -1.56061 -0.3 -0.2 -0.2 0.20
H -1.84645 1.09732 -1.28784 0.1 0.1 0.2 -0.01
H -2.54806 -0.38368 -0.72531 -0.2 -0.2 0.1 0.21
H -2.23523 -1.17723 -3.19893 0.0 -0.3 -0.2 0.57
H -1.19242 0.20227 -3.36930 -0.1 0.2 -0.2 0.22
H 0.32141 -1.52617 -2.87055 0.1 -0.1 -0.2 0.04
H -0.78604 -2.28313 -1.75720 0.0 0.0 0.1 0.23
H -0.31023 -0.42674 -0.15285 0.2 0.0 0.4 0.65
H 0.31727 1.54916 -1.10823 -0.3 0.1 0.1 0.22
H 0.74923 0.75787 -2.58828 -0.1 -0.1 -0.2 0.49
H 3.04078 0.31857 -1.61622 0.1 -0.3 0.1 0.43
H 2.55541 1.94557 -1.90732 0.0 0.1 -0.2 0.60
H 1.75387 1.55062 0.76288 -0.1 -0.2 0.3 0.14
H 3.38834 0.82707 0.59704 0.0 -0.2 0.5 0.11
H 2.40231 -3.83444 1.54147 0.0 0.1 0.3 0.56
H 2.15889 -3.98703 -0.18328 0.0 -0.2 -0.1 0.74
H 5.06670 -4.20032 0.61326 0.0 -0.2 -0.1 0.39
H 4.37367 -3.57868 2.09380 -0.1 0.1 0.2 0.36
H 6.32608 -2.86022 3.27991 -0.1 -0.1 0.2 0.41
H 8.31663 -1.36401 3.33978 0.1 0.0 0.1 0.39
H 8.95135 -0.10036 1.33326 0.1 0.1 -0.1 0.38
H 5.74008 -1.61127 -0.75801 0.0 0.1 -0.2 0.47
H 0.29364 -1.63653 2.47528 -0.1 -0.2 0.1 0.83
H 1.06919 -0.34514 1.60997 0.0 0.2 -0.2 -0.08
H -0.05590 -3.45284 -0.56403 -0.1 -0.1 -0.1 0.66
H -0.90646 -2.42807 0.60825 -0.2 0.1 -0.1 0.40
H 0.55633 -5.02227 1.19348 0.3 0.1 0.1 0.29
H -2.14085 -4.45354 0.28824 -0.2 0.1 -0.1 0.35
H -1.39581 -5.99561 0.71274 0.0 -0.2 -0.2 0.34
H -2.13741 -5.03578 1.95830 -0.2 0.1 0.2 0.36
```
Positions in Å, forces in eV/Å.

Values from the calculation:
strongest force on any atom: 1.48 eV/Å
DFT total energy: -71309.2532 eV
HOMO energy: -9.40 eV
frontier orbital gap: 9.7539 eV
SMILES string: CC(=O)OCCCCCCCC[C@H](CCCC(F)(F)C(F)(F)F)O[C@@](COCc1cccnc1)(CC(=O)Cl)C[C@H](C)F